Entry 1
12
Properties=species:S:1:pos:R:3:mulliken_charge:R:1 method="wB97M-V/def2-TZVPD" smiles="SN1C=NCC1" e_homo_ev=-9.2579
S 1.909 0.032 -0.286 -0.2190
N -1.551 -0.867 0.899 -0.4285
N 0.148 -0.050 -0.505 -0.2462
C -0.363 -1.033 0.570 0.0869
C -0.642 1.122 -0.081 -0.3474
C -1.912 0.356 0.044 -0.3866
H -2.804 0.949 0.573 0.3029
H 0.465 -1.841 0.719 0.3058
H -0.374 1.651 1.007 0.2058
H -0.420 1.872 -0.862 0.3354
H -2.357 0.146 -0.999 0.2301
H 2.260 0.465 -1.819 0.1607

---

Entry 2
12
Properties=species:S:1:pos:R:3:mulliken_charge:R:1 method="wB97M-V/def2-TZVPD" e_homo_ev=-8.5409
S 2.585 -0.709 0.106 -0.1389
N 1.934 0.910 -0.182 -0.4034
N -0.127 -0.307 0.036 -0.2817
C -1.520 -0.100 0.736 -0.5140
C -1.334 -0.735 -0.680 -0.2321
C 0.612 0.846 -0.153 0.1558
H 3.790 -0.147 0.301 0.1560
H -1.234 -1.961 -0.611 0.2089
H -1.824 -0.578 1.655 0.2286
H 0.195 1.885 -0.311 0.3362
H -1.500 -0.125 -1.693 0.2680
H -1.576 1.018 0.797 0.2164

---

Of them, the most stable is entry 1 and the least stable is entry 2.